1.
{
  "formula": "H80O40",
  "method": "the ωB97M-V functional and the def2-TZVPD basis",
  "symbols": ["H", "H", "O", "H", "H", "O", "H", "H", "O", "H", "H", "O", "H", "H", "O", "H", "O", "H", "O", "H", "H", "O", "H", "H", "O", "H", "H", "O", "H", "H", "O", "H", "O", "H", "H", "O", "H", "H", "O", "H", "H", "O", "H", "H", "O", "H", "H", "O", "H", "H", "O", "H", "O", "H", "H", "O", "H", "O", "H", "H", "O", "H", "H", "O", "H", "H", "O", "H", "H", "O", "H", "H", "O", "H", "H", "O", "H", "H", "O", "H", "H", "O", "H", "H", "O", "H", "H", "O", "H", "O", "H", "H", "O", "H", "H", "H", "H", "H", "H", "O", "H", "H", "O", "H", "H", "O", "H", "H", "O", "H", "H", "O", "H", "H", "O", "H", "H", "O", "H", "H"],
  "xyz": [[0.64644, 7.12055, -0.37173], [1.22340, 6.16867, 0.70092], [0.61549, 6.92853, 0.58163], [2.67420, 1.23790, -4.92092], [4.22236, 1.64658, -4.84395], [3.35401, 1.82384, -4.50451], [-0.90103, -2.58339, 2.06583], [0.49220, -2.51048, 2.43699], [-0.32227, -2.86814, 2.76870], [1.12351, -0.70442, -5.76858], [1.59875, -0.32570, -4.39300], [1.92153, -0.54842, -5.26777], [-3.98262, -2.38896, -2.17650], [-3.65124, -1.27958, -3.14694], [-3.97698, -1.43760, -2.25404], [-0.09809, 0.72001, 3.40080], [-1.00703, 0.30491, 3.49196], [0.16643, -2.19347, 4.95442], [0.80669, -2.56571, 5.58087], [2.20977, 3.44340, -2.06729], [3.67540, 3.40602, -2.63116], [3.12858, 3.68856, -1.90431], [1.92950, -5.00902, -1.60901], [2.29210, -6.50642, -0.94902], [1.98374, -5.96506, -1.73902], [3.31193, 0.46590, 0.06264], [3.55110, 0.57002, 1.51856], [3.24954, 1.14440, 0.81530], [-2.61465, 4.17719, -1.65702], [-1.19000, 4.04870, -1.67705], [-1.91714, 4.03423, -2.32770], [0.23951, 3.14079, -2.80004], [0.35777, 2.63785, -3.62942], [0.48716, -0.49786, 0.58960], [-0.99633, -0.58348, 0.10775], [-0.42696, -0.59757, 0.88008], [1.93608, 5.24139, -1.41185], [0.62887, 5.29830, -2.46099], [0.99640, 5.08242, -1.56442], [1.32558, 2.38913, 0.58810], [0.08354, 3.21102, 1.03546], [0.78855, 2.64658, 1.37784], [1.96680, 3.46639, 4.40643], [2.40969, 2.90725, 3.10466], [2.63434, 3.69065, 3.73218], [-5.94793, 1.63728, 1.49153], [-6.61983, 2.35577, 0.25249], [-5.95414, 2.47997, 0.97038], [5.68630, -2.83249, 1.21904], [5.47183, -1.26050, 1.53666], [5.65972, -2.12986, 1.85312], [-3.13244, 0.85095, -5.86507], [-2.63770, 0.11842, -5.46373], [1.95802, -4.44626, 3.65283], [0.33145, -4.21222, 3.45528], [1.14016, -4.81383, 3.33953], [4.06060, 0.49913, -2.97582], [3.88263, -0.46808, -2.90336], [-3.44088, 1.72090, -2.83058], [-2.76953, 2.19405, -3.87436], [-2.54760, 1.51041, -3.19273], [1.99980, -0.67032, -1.53818], [1.17669, -1.53322, -0.57453], [1.80803, -0.79986, -0.59117], [-0.57220, -2.46710, -2.62302], [-1.09942, -1.78250, -1.48426], [-0.26712, -2.37778, -1.68787], [-0.67988, -5.73956, 2.59660], [-1.47047, -6.37756, 1.40090], [-1.00552, -6.56421, 2.20411], [3.19121, -0.13715, 5.20535], [2.45295, -1.34910, 4.70607], [2.69326, -0.47014, 4.45800], [-1.15147, 1.87561, -0.65004], [0.28832, 1.35690, -0.67803], [-0.21349, 2.17890, -0.85710], [0.36407, -4.74602, 0.22384], [1.18051, -3.90338, 1.37979], [0.73110, -3.93766, 0.54308], [-3.27560, 2.58904, 3.18388], [-3.77346, 3.49353, 1.94049], [-2.97311, 3.09008, 2.36129], [3.01360, -1.94893, 1.95343], [1.83194, -1.13194, 2.18457], [2.15766, -2.02088, 2.39876], [-3.44378, -3.73264, -1.16401], [-5.06168, -4.14551, -0.97148], [-4.20654, -4.25143, -1.38608], [-3.19939, 0.77554, 1.08644], [-2.33241, 1.13912, 0.91126], [-5.39278, 0.88811, -1.53408], [-5.64289, 0.56872, -3.04714], [-5.36785, 1.28583, -2.46674], [-2.83861, 0.13613, -4.53705], [-1.04242, -0.05413, 2.59664], [4.14338, -0.76928, -3.77768], [0.93539, -3.46328, 5.16676], [-0.57754, 2.72361, -3.85776], [-2.30085, 2.01204, 1.37895], [-1.81401, -3.81133, -0.11286], [-1.32958, -4.63850, -0.17383], [-1.19896, -3.23518, -0.58834], [0.17167, -0.45670, -3.24894], [-0.14987, 0.43383, -3.04028], [0.58579, -0.97279, -2.52096], [-3.56764, 0.74693, 5.06141], [-2.98228, 0.53578, 5.80583], [-3.20440, 0.23642, 4.32029], [-0.74774, 4.86708, 1.62564], [-0.03246, 5.52987, 1.16119], [-0.56495, 4.66617, 2.53809], [-1.23687, -2.97005, -4.10321], [-0.36320, -2.98664, -4.47067], [-1.93301, -2.71654, -4.70442], [4.20320, -2.73351, -0.39700], [3.51240, -2.06510, -0.49717], [3.95837, -2.98630, -1.32354], [0.38814, 2.47052, 5.43645], [0.53922, 1.48076, 5.37652], [0.88538, 2.80315, 6.21049]],
  "e_homo_ev": [-12.800, -12.800],
  "multiplicity": 2,
  "orbital_gap_ev": [9.85, 3.42],
  "total_charge": 1
}

2.
{
  "formula": "H80O40",
  "method": "the ωB97M-V functional and the def2-TZVPD basis",
  "symbols": ["H", "H", "O", "H", "H", "O", "H", "H", "O", "H", "H", "O", "H", "H", "O", "H", "O", "H", "O", "H", "H", "O", "H", "H", "O", "H", "H", "O", "H", "H", "O", "H", "O", "H", "H", "O", "H", "H", "O", "H", "H", "O", "H", "H", "O", "H", "H", "O", "H", "H", "O", "H", "O", "H", "H", "O", "H", "O", "H", "H", "O", "H", "H", "O", "H", "H", "O", "H", "H", "O", "H", "H", "O", "H", "H", "O", "H", "H", "O", "H", "H", "O", "H", "H", "O", "H", "H", "O", "H", "O", "H", "H", "O", "H", "H", "H", "H", "H", "H", "O", "H", "H", "O", "H", "H", "O", "H", "H", "O", "H", "H", "O", "H", "H", "O", "H", "H", "O", "H", "H"],
  "xyz": [[2.37118, -4.52682, -0.47823], [2.97265, -3.91643, -1.75894], [2.41931, -4.74314, -1.42596], [5.51140, 1.70732, -1.72715], [6.10958, 1.90061, -0.34555], [5.63175, 2.31100, -1.04332], [0.17345, -1.32962, -2.76044], [-0.73401, -1.19049, -1.37933], [0.13314, -1.18551, -1.68972], [1.06536, -0.96157, -6.65018], [0.02692, 0.10380, -6.22766], [0.15171, -0.76833, -6.86681], [-5.16283, -1.36461, 2.94664], [-5.22916, -2.76934, 2.42140], [-5.73271, -2.09336, 2.90185], [-2.18716, -1.11231, -1.85515], [-2.94370, -0.58994, -1.78407], [3.55012, -5.10231, 2.71597], [4.22034, -4.40177, 2.35310], [3.10866, 3.98015, 2.67949], [2.24127, 4.00385, 1.55440], [2.19229, 3.62527, 2.37754], [-2.11308, -3.88228, -1.52921], [-3.21499, -3.14753, -2.17098], [-2.31626, -2.99939, -1.78847], [-4.42621, 1.87508, -0.09370], [-5.44516, 0.72600, 0.38102], [-5.23664, 1.47901, -0.29041], [2.52758, -1.91170, -1.57330], [4.08827, -1.92964, -1.48679], [3.26152, -1.95466, -0.97873], [1.16970, -1.44104, 2.69748], [0.88118, -2.18218, 3.22336], [0.61216, -5.20234, -2.10968], [-0.19710, -5.28637, -0.82047], [-0.24095, -5.10288, -1.68037], [0.87163, -0.32710, -0.27875], [2.18911, 0.29946, -0.76583], [1.69533, 0.06513, 0.00787], [5.52100, 0.05182, 2.65304], [4.78888, 1.23848, 2.19704], [5.58631, 0.78302, 1.99892], [-2.60274, -2.36854, 4.63954], [-3.64198, -2.51295, 3.68346], [-3.26099, -1.75894, 4.12134], [-3.01790, 0.03139, 2.91583], [-2.99697, 0.65117, 1.57742], [-3.49408, 0.04753, 2.06441], [-1.80703, 0.15493, 5.31057], [-2.62102, 1.20611, 4.75642], [-2.61014, 0.30801, 4.86479], [2.37043, -1.90466, 4.08306], [2.91091, -1.78682, 4.91930], [2.33466, 0.50926, -3.23495], [1.12031, 0.51143, -4.28254], [1.72040, -0.02209, -3.82213], [0.32904, 2.61790, 1.51615], [-0.40298, 3.39677, 1.63822], [-2.33044, 0.88467, -1.56423], [-2.46773, 2.28058, -2.09741], [-1.94531, 1.71723, -1.41445], [-0.11204, 0.23909, 2.01100], [-0.38965, -0.73892, 0.98213], [-0.69335, 0.10662, 1.35486], [1.15696, 6.69395, 0.02295], [0.69366, 5.13340, -0.30651], [0.82356, 6.02104, -0.59614], [-2.33773, 2.10565, 0.47962], [-2.01390, 2.87342, 1.82304], [-2.74003, 2.62847, 1.18045], [2.16529, -2.65334, 0.40410], [0.80043, -2.62761, -0.08160], [1.46188, -3.24603, 0.34415], [3.86918, -1.86759, -4.48330], [5.06324, -2.80868, -4.02536], [4.84465, -1.87775, -4.12110], [-1.67347, 2.19668, -4.46602], [-2.94751, 1.67117, -5.16416], [-2.78083, 2.30438, -4.46336], [3.95831, 1.76343, -0.55304], [3.90276, 1.49268, -2.22371], [3.37673, 1.61178, -1.44381], [-2.24779, -5.14997, 0.14966], [-2.84605, -3.80441, 0.81251], [-3.01872, -4.67859, 0.38020], [-5.80125, -2.42911, -1.61999], [-5.46684, -3.62278, -0.52593], [-5.07694, -2.91221, -1.02416], [-0.40658, 3.09281, -0.68754], [0.54156, 3.07822, -0.97046], [-2.50993, -1.81038, 0.29075], [-2.86808, -1.30708, 1.73034], [-2.52740, -2.15094, 1.23590], [3.76992, -1.38450, 4.54327], [-3.57898, -0.72618, -1.13843], [-0.03383, 4.14148, 1.96852], [4.34899, -3.98834, 3.15959], [0.85856, -2.96194, 2.68539], [0.85958, 2.41687, -1.52317], [2.19639, 0.64816, 5.58677], [2.79169, 0.10619, 5.11252], [2.41759, 1.46926, 5.07521], [0.56070, 3.01782, -4.26137], [0.55401, 3.83899, -3.73038], [0.74668, 3.45834, -5.08909], [0.76051, 1.10926, 3.57539], [0.60428, 1.93266, 3.09408], [0.52737, 1.37690, 4.51604], [-3.36959, 4.35193, -2.61172], [-2.79713, 4.88143, -3.08185], [-3.06731, 3.51470, -2.87575], [-0.57441, -1.86110, -4.06043], [-1.51151, -1.69761, -3.68319], [-0.54245, -1.18524, -4.68416], [-0.35360, 1.83859, 5.84707], [0.23288, 1.41660, 6.39598], [-1.14142, 2.16963, 6.28908], [1.04300, 5.30083, -3.17309], [1.90255, 5.07297, -3.30329], [1.11708, 5.72461, -2.30317]],
  "e_homo_ev": [-12.432, -12.425],
  "multiplicity": 2,
  "orbital_gap_ev": [9.64, 2.68],
  "total_charge": 1
}

3.
{
  "formula": "H8LiO4",
  "method": "the ωB97M-V functional and the def2-TZVPD basis",
  "symbols": ["Li", "O", "H", "H", "O", "H", "H", "O", "H", "H", "O", "H", "H"],
  "xyz": [[-0.03228, -0.03015, 0.14257], [0.39994, 1.30697, -0.38738], [-0.13275, 1.62114, -1.11797], [1.27610, 1.64928, -0.56458], [1.27419, -0.65373, 0.03612], [1.96086, -0.43333, 0.66552], [1.64460, -0.41970, -0.81491], [-0.52770, -0.51897, 1.52320], [-1.36615, -0.97948, 1.48924], [-0.66233, 0.17757, 2.16581], [-1.07542, -0.51488, -0.71715], [-1.99983, -0.74840, -0.80172], [-0.75924, -0.45633, -1.61872]],
  "e_homo_ev": -16.218,
  "orbital_gap_ev": 12.30,
  "total_charge": 1
}

4.
{
  "formula": "H8N2Si2",
  "method": "the ωB97M-V functional and the def2-TZVPD basis",
  "symbols": ["N", "N", "Si", "Si", "H", "H", "H", "H", "H", "H", "H", "H"],
  "xyz": [[1.49847, 1.13852, 0.53508], [-0.18230, -0.98634, -0.72920], [-2.15170, -0.05661, -0.02312], [1.33143, -0.47359, -0.00362], [2.48175, 1.29803, 0.65508], [0.89282, 1.40983, 1.22093], [-0.13735, -1.00675, -1.76573], [-3.01416, -0.93504, -0.80203], [-2.41561, 0.20313, 1.37583], [-2.40270, 1.29986, -0.52840], [2.47438, -0.45506, -0.91844], [1.62496, -1.43598, 0.98362]],
  "e_homo_ev": -9.382,
  "orbital_gap_ev": 9.51,
  "total_charge": 0
}